The following is a DFT calculation (wB97M-V/def2-TZVPD) of C8H12F12IN2O12S4Zr as an isolated structure at a distorted geometry.

Each line ends with the Löwdin charge.
Cartesian coordinates (Å):
Zr -1.27311 -0.15280 0.19020  1.7834
C 2.79761 0.29608 3.54893  -0.5926
F 4.00042 0.46029 4.12923  0.1533
F 2.95239 -0.06791 2.26906  0.0792
F 2.10095 -0.77629 3.98071  0.1231
S 1.89285 2.02933 3.45579  0.7066
O 0.78850 1.84811 4.38226  -0.3026
O 2.86506 3.08727 3.76638  -0.2736
N 1.21493 1.96824 1.76532  -0.2597
S 1.49059 3.62274 1.44051  0.5680
O 0.97137 3.86157 0.12114  -0.3093
O 1.14640 4.67170 2.33768  -0.2503
C 3.41525 3.77587 1.12441  -0.5952
F 3.87087 4.84411 1.79916  0.1499
F 4.11493 2.65001 1.38158  0.1132
F 3.56884 3.97822 -0.19168  0.1354
C -0.09214 -3.09143 -4.74024  -0.6325
F -0.68692 -1.92456 -4.53640  0.1338
F -1.01032 -3.96924 -4.99558  0.1925
F 0.83640 -3.11157 -5.73691  0.1315
S 0.84582 -3.54083 -3.05212  0.7343
O 0.00739 -4.39942 -2.23499  -0.3228
O 2.20058 -4.10360 -3.27429  -0.2923
N 0.91989 -1.91709 -2.18493  -0.2678
S 2.32292 -1.32212 -2.91568  0.5830
O 2.29688 -1.52681 -4.32184  -0.2842
O 2.44703 0.07436 -2.55104  -0.3139
C 3.81513 -2.28147 -2.03932  -0.5911
F 3.37768 -3.21756 -1.20753  0.1308
F 4.60034 -2.84734 -3.01574  0.1245
F 4.49557 -1.36744 -1.35989  0.1556
I -4.72044 -2.28202 -1.05500  0.1045
C -3.28005 2.74327 -2.85984  -0.1791
C -3.83568 3.37950 -1.53070  -0.2027
O -3.31626 2.60943 -0.48566  -0.1130
O -2.21496 1.84605 -2.55125  -0.1198
H -2.87260 3.54529 -3.47535  0.1296
H -4.07444 2.19758 -3.36904  0.1214
H -4.91634 3.26322 -1.61290  0.1188
H -3.69137 4.44113 -1.33012  0.1292
H -3.88018 2.65812 0.28972  0.0964
H -1.77399 1.72911 -3.39593  0.0974
C -2.00666 -3.07315 3.43577  -0.1678
C -2.99054 -1.99339 3.85497  -0.1898
O -2.71182 -0.79683 3.11872  -0.1169
O -1.23522 -2.69164 2.25052  -0.1326
H -2.44069 -4.05367 3.24011  0.1294
H -1.29261 -3.30631 4.22562  0.1275
H -2.88208 -1.80114 4.92238  0.1340
H -4.01141 -2.32592 3.66695  0.1274
H -3.39819 -0.16229 3.33748  0.0984
H -0.74843 -3.47682 1.98951  0.0974

Gap between HOMO and LUMO, eV: 2.5
Net charge: +1
HOMO, eV: -12.52

---

The following is a DFT calculation (wB97M-V/def2-TZVPD) of C21H23AsNO7PdSSi as an isolated structure at a distorted geometry.

Each line ends with the Löwdin charge.
Cartesian coordinates (Å):
Pd -0.31924 0.07097 0.38952  0.9495
C -2.84398 -1.69316 1.04087  -0.1941
Si -2.21067 -1.76678 -0.73238  0.3957
C -2.82459 -3.44415 -1.36525  -0.1974
C -3.06292 -0.44503 -1.76788  -0.1759
N -0.48319 -1.53593 -0.72768  -0.1730
C 0.49881 -2.04658 -1.53842  -0.2682
C 0.36250 -3.28429 -2.18650  -0.0473
C 1.31800 -3.78467 -3.05879  -0.1212
C 2.47696 -3.07396 -3.30987  -0.1208
C 2.66708 -1.85383 -2.66778  -0.0284
C 1.71755 -1.36007 -1.79663  -0.1853
O 1.85395 -0.13581 -1.18242  -0.0381
C 3.01162 0.58266 -1.35707  -0.2878
C 4.18105 0.22712 -0.69715  -0.0096
C 5.32097 0.99168 -0.88707  -0.0833
C 5.29288 2.10319 -1.71968  -0.1092
C 4.11201 2.45980 -2.35313  -0.0883
C 2.96394 1.70190 -2.17345  -0.0013
H -3.90356 -1.97070 1.02871  0.0239
H -2.75712 -0.71584 1.51557  0.0120
H -2.31055 -2.40483 1.67382  0.0313
H -3.88213 -3.50848 -1.09337  0.0230
H -2.31247 -4.28372 -0.89323  0.0248
H -2.75220 -3.55848 -2.44780  0.0250
H -4.14693 -0.59198 -1.76122  0.0234
H -2.72142 -0.47894 -2.80494  0.0283
H -2.85090 0.55538 -1.38576  0.0151
H -0.52208 -3.86925 -1.99292  0.0665
H 1.14749 -4.74346 -3.53392  0.0914
H 3.23063 -3.44856 -3.98989  0.0881
H 3.56219 -1.27803 -2.85949  0.1105
H 4.17086 -0.63110 -0.04094  0.1183
H 6.23620 0.72365 -0.37379  0.1000
H 6.18749 2.69684 -1.86117  0.0933
H 4.07917 3.33679 -2.98764  0.1003
H 2.02273 1.95851 -2.64232  0.1233
O 2.48531 -0.76677 2.06566  -0.2628
As 1.25509 0.29105 2.79587  0.8769
O 1.51302 0.44106 4.39130  -0.4673
O -0.22281 -0.42405 2.32459  -0.5411
C 1.88058 1.93747 1.86573  -0.2090
C 3.15331 2.21263 2.36932  -0.1078
C 3.91687 3.27420 1.90917  -0.0751
C 3.41265 4.10758 0.92765  -0.0770
C 2.14304 3.87149 0.42841  -0.0756
C 1.38067 2.80291 0.87861  -0.2568
S -0.26942 2.71822 0.16450  0.4707
O -0.68781 4.05602 -0.12630  -0.2832
O -0.99331 1.96737 1.20323  -0.3883
O -0.23498 1.83630 -1.02949  -0.3778
H 2.53399 -1.57266 2.59452  0.0439
H 3.54915 1.57772 3.15238  0.0966
H 4.90193 3.44506 2.32442  0.1026
H 3.99425 4.94244 0.55777  0.1039
H 1.71450 4.53378 -0.31209  0.1128

Gap between HOMO and LUMO, eV: 6.8
Net charge: -1
HOMO, eV: -4.49